{"formula": "C12H37AlN2O11PS3", "method": "ωB97M-V/def2-TZVPD", "elements": ["N", "C", "C", "O", "C", "Al", "P", "N", "O", "H", "H", "H", "H", "H", "H", "H", "H", "H", "H", "H", "H", "H", "O", "S", "O", "O", "C", "C", "C", "H", "H", "H", "H", "H", "H", "H", "H", "O", "S", "O", "O", "C", "C", "C", "H", "H", "H", "H", "H", "H", "H", "H", "O", "S", "O", "O", "C", "C", "C", "H", "H", "H", "H", "H", "H", "H", "H"], "positions_angstrom": [[4.57032, -3.23278, -0.51810], [5.21950, -2.36794, -1.51020], [4.74322, -0.92188, -1.45582], [5.83827, -0.06508, -1.87838], [3.50663, -0.70156, -2.32468], [1.77416, -0.54396, -1.26209], [0.04279, -1.29689, -2.74320], [-0.80459, -2.59413, -1.96118], [0.87990, -2.12010, -4.00427], [4.06468, -3.97136, -0.97873], [3.92888, -2.70598, 0.05587], [6.29525, -2.35042, -1.35978], [5.04650, -2.77012, -2.50138], [4.55773, -0.64513, -0.42426], [5.92334, -0.23974, -2.83087], [3.38699, -1.55459, -2.98761], [3.63489, 0.16656, -2.95986], [1.44990, 1.01084, -0.95913], [1.83813, -1.42695, 0.09959], [-1.78169, -2.51723, -2.19711], [-0.69787, -2.56506, -0.95637], [1.52727, -1.47290, -4.33372], [-1.32724, 0.15484, 1.20467], [-2.31046, 0.77867, 2.02596], [-3.34496, 1.57975, 1.44125], [-1.55301, 1.63541, 3.13786], [-0.53583, 2.54808, 2.66860], [-1.10748, 3.78590, 2.00591], [-3.04516, -0.39819, 3.10733], [0.14604, 2.01667, 2.00211], [0.02005, 2.82195, 3.56329], [-1.63029, 3.53817, 1.08450], [-0.30118, 4.47801, 1.76251], [-1.81639, 4.28364, 2.66884], [-2.26479, -0.98633, 3.58094], [-3.68184, -1.03270, 2.49564], [-3.63932, 0.12998, 3.84747], [-2.31940, -1.64726, 6.28422], [-2.64357, -1.92384, 7.64888], [-3.29745, -3.14699, 7.99771], [-3.47599, -0.69542, 8.23032], [-4.64499, -0.27558, 7.49524], [-5.81835, -1.22254, 7.65203], [-1.21538, -1.72515, 8.65465], [-4.37952, -0.13571, 6.44615], [-4.89053, 0.70108, 7.90630], [-5.61002, -2.19433, 7.20872], [-6.69678, -0.80521, 7.15959], [-6.04398, -1.37972, 8.70647], [-0.73685, -0.78259, 8.40613], [-0.55635, -2.55934, 8.42693], [-1.51607, -1.75485, 9.69786], [1.58508, 3.02963, -5.99183], [1.13714, 1.76798, -6.50066], [2.08734, 0.72450, -6.74207], [0.33163, 2.04900, -7.86050], [0.99409, 2.82784, -8.86911], [2.07624, 2.05741, -9.60208], [-0.19830, 1.14557, -5.55016], [1.38892, 3.74141, -8.42001], [0.20390, 3.11407, -9.56143], [2.89790, 1.79690, -8.93826], [2.47437, 2.66228, -10.41832], [1.67401, 1.13053, -10.01030], [-0.92546, 1.93803, -5.40038], [0.20136, 0.81664, -4.59163], [-0.63531, 0.29826, -6.07006]], "forces_ev_per_angstrom": [[0.3909, -0.1152, -0.0735], [-0.0180, -0.0687, 0.6252], [0.1459, 0.2577, -1.0596], [-0.0462, -0.2777, -0.2864], [-0.5176, -0.3305, 0.5347], [0.3254, 0.0574, -0.0045], [-0.4290, 0.3084, -0.4568], [0.2234, 0.3415, -0.2714], [0.1577, 0.1828, 0.2584], [-0.2826, 0.0102, 0.0908], [-0.2557, 0.0012, -0.0480], [0.2853, -0.0649, 0.2033], [-0.0171, -0.0251, -0.3622], [0.1580, 0.1347, 0.3642], [-0.0251, 0.2408, 0.3882], [0.0286, -0.2377, -0.2587], [0.0531, 0.4238, -0.0338], [-0.0599, 0.0752, 0.0869], [0.0308, -0.1065, 0.0686], [-0.1278, -0.1628, 0.1499], [0.1420, -0.1812, 0.0610], [-0.1207, -0.3924, 0.0549], [-0.0950, -0.1130, -0.2455], [0.1389, 0.1298, 0.2934], [-0.0352, -0.0698, -0.0478], [-0.2617, 0.0105, 0.0586], [0.4409, 0.2648, -0.1946], [-0.1930, -0.0913, -0.0181], [0.0338, -0.0777, 0.0605], [-0.0978, -0.0675, -0.0282], [-0.0729, -0.1012, 0.0891], [0.0279, -0.0232, -0.0300], [0.0517, -0.0317, 0.0454], [0.0290, 0.0279, 0.0248], [0.0131, 0.0214, 0.0262], [0.0031, 0.0148, -0.0597], [0.0014, 0.0266, -0.0010], [-0.0796, -0.0986, -0.1601], [0.0080, 0.2470, 0.2536], [0.0122, -0.0542, -0.0902], [0.0982, -0.1361, 0.0970], [-0.3914, 0.1405, -0.2497], [0.1267, -0.1573, 0.0442], [0.0373, 0.0356, 0.0205], [0.0975, -0.0696, 0.0272], [0.1250, 0.0118, 0.0754], [0.0140, 0.0005, -0.0258], [0.0163, 0.0775, 0.0095], [-0.0310, 0.0367, 0.0093], [-0.0129, 0.0138, -0.0162], [-0.0083, -0.0259, -0.0363], [-0.0231, -0.0110, 0.0069], [0.1276, 0.0372, -0.0033], [-0.2766, -0.0772, -0.0740], [0.0874, 0.0403, 0.0699], [-0.0724, -0.1332, 0.0498], [0.1968, 0.2173, -0.2570], [0.0456, -0.0972, 0.1206], [0.0200, 0.0872, -0.0539], [0.0045, -0.0579, 0.0885], [-0.0959, -0.0404, 0.0748], [0.0009, 0.0147, 0.0231], [-0.0689, 0.0348, -0.0160], [-0.0176, 0.0092, -0.0378], [0.0141, 0.0309, -0.0026], [-0.0263, -0.0158, 0.0380], [0.0461, -0.0521, 0.0107]], "nbo_charge": [-0.86, -0.23, 0.09, -0.74, -0.99, 0.88, 0.51, -1.14, -1.01, 0.35, 0.38, 0.17, 0.17, 0.16, 0.45, 0.20, 0.22, -0.40, -0.41, 0.36, 0.38, 0.47, -0.91, 2.38, -0.95, -0.73, -0.08, -0.64, -0.89, 0.22, 0.19, 0.23, 0.22, 0.20, 0.27, 0.25, 0.24, -0.94, 2.39, -0.94, -0.72, -0.08, -0.64, -0.89, 0.20, 0.20, 0.23, 0.22, 0.21, 0.25, 0.26, 0.25, -0.94, 2.38, -0.94, -0.73, -0.07, -0.64, -0.89, 0.20, 0.18, 0.23, 0.21, 0.21, 0.25, 0.28, 0.26], "homo_lumo_gap_ev": 5.0277, "max_force_ha_per_bohr": 0.02139, "e_tot_ha": -3194.928321, "e_homo_ha": -0.1209, "total_charge": -1}



{"formula": "C4H8N2O2", "method": "ωB97M-V/def2-TZVPD", "elements": ["C", "C", "O", "N", "N", "H", "H", "H", "H", "H", "H", "C", "C", "O", "H", "H"], "positions_angstrom": [[0.53374, -1.23152, -0.81675], [0.83627, -0.23135, 0.27074], [0.12719, -0.03388, 1.24102], [1.98187, 0.46164, 0.08752], [2.33871, 1.54306, 0.91916], [1.44342, -1.69456, -1.18935], [-0.13696, -1.99266, -0.42837], [0.03312, -0.72203, -1.63847], [2.50711, 0.40455, -0.77215], [2.94849, 1.20881, 1.66761], [1.48032, 1.87381, 1.36258], [-2.88143, 0.00796, 0.37641], [-2.77079, 0.18843, -0.89092], [-2.62511, 0.34408, -2.03826], [-1.98941, -0.03659, 0.97977], [-3.82654, -0.08976, 0.86948]], "forces_ev_per_angstrom": [[-0.1488, 0.0490, 0.1070], [0.2359, -0.1588, -0.0863], [-0.1678, 0.0344, 0.1706], [0.5382, 0.3061, 0.1072], [-0.0322, -0.0197, 0.0933], [0.0508, -0.0481, -0.0790], [0.0097, -0.0044, 0.0309], [-0.0241, 0.0013, -0.0996], [-0.2418, 0.0095, 0.0981], [-0.2931, -0.0403, -0.1926], [0.1851, -0.1192, -0.1364], [-0.1043, -0.1674, 1.3133], [0.1920, 0.2030, -1.5739], [-0.0862, -0.0462, 0.4150], [0.2775, 0.0073, -0.0555], [-0.3909, -0.0066, -0.1121]], "nbo_charge": [-0.72, 0.66, -0.65, -0.46, -0.65, 0.22, 0.25, 0.24, 0.39, 0.35, 0.37, -0.80, 0.71, -0.48, 0.30, 0.26], "homo_lumo_gap_ev": 9.8508, "max_force_ha_per_bohr": 0.03109, "e_tot_ha": -417.162273, "e_homo_ha": -0.3332, "total_charge": 0}